(1)
The following is a DFT calculation (ωB97M-V with the def2-TZVPD basis set) of C15H27F3NNa2O13S2 as an isolated structure in a non-equilibrium geometry.

Cartesian coordinates (Å):
Na1 -13.29703 -6.98263 -1.21618
Na2 -16.06487 -5.60678 -2.40191
N1 -14.11040 -4.80926 -1.35471
S1 -13.28044 -3.79004 -2.15123
O1 -11.92786 -4.15009 -2.30160
O2 -13.57544 -2.34174 -2.29047
F1 -13.86119 -4.42806 -3.57128
S2 -14.25763 -3.77699 0.01230
O3 -15.40123 -2.89451 -0.00185
O4 -12.96706 -3.19464 0.53975
F2 -14.67482 -4.84677 1.09319
C1 -9.55742 -2.88783 -1.52991
C2 -8.42704 -3.46005 -0.70069
O5 -7.39200 -2.50004 -0.83749
C3 -7.90014 -1.38172 -1.26004
O6 -7.20605 -0.37260 -1.43743
O7 -9.16260 -1.53532 -1.70536
F3 -8.13155 -4.77007 -1.16929
H1 -10.49317 -2.92338 -0.97206
H2 -9.54120 -3.46964 -2.45151
H3 -8.62652 -3.50359 0.37001
O8 -17.39024 -5.59251 0.00368
C4 -18.02058 -5.38329 1.04665
O9 -19.32461 -5.46023 1.23271
C5 -20.14464 -6.04024 0.17436
C6 -21.64167 -5.63343 0.27760
C7 -17.37378 -5.03010 2.37503
H4 -20.05676 -7.12041 0.29102
H5 -19.82483 -5.80807 -0.84147
H6 -21.79466 -4.55514 0.32197
H7 -22.02456 -6.13882 1.16421
H8 -22.18242 -6.03711 -0.57840
H9 -18.08506 -4.39002 2.89702
H10 -16.49203 -4.38932 2.37397
H11 -17.28700 -5.96640 2.92633
O10 -11.36001 -9.02709 3.50140
C8 -12.18077 -9.95849 3.30458
O11 -13.55061 -9.94409 3.59955
C9 -14.11693 -8.71010 4.16099
C10 -14.68583 -7.87181 3.03894
C11 -11.71734 -11.16538 2.53222
H12 -13.34709 -8.16041 4.70254
H13 -14.75761 -8.95748 5.00741
H14 -14.50201 -6.82378 3.27544
H15 -15.72643 -8.12367 2.83443
H16 -14.26652 -8.08344 2.05533
H17 -10.63153 -11.24598 2.58345
H18 -12.08634 -11.05520 1.51252
H19 -12.07591 -12.07697 3.01027
O12 -17.46497 -3.68617 -2.96734
C12 -17.79813 -2.50199 -3.04182
O13 -18.69413 -1.88219 -2.29509
C13 -19.02677 -2.49863 -1.06530
C14 -19.90013 -1.47364 -0.31278
C15 -17.43263 -1.75896 -4.32596
H20 -18.17526 -2.62531 -0.39673
H21 -19.51526 -3.42688 -1.36166
H22 -19.93839 -1.76890 0.73577
H23 -20.82786 -1.35409 -0.87235
H24 -19.40583 -0.50236 -0.33256
H25 -16.48271 -2.10224 -4.73571
H26 -17.49236 -0.67143 -4.36858
H27 -18.16114 -2.36308 -4.86671

Output
⟨S²⟩ ... 0.750
Kohn-Sham gap (spin up / spin down) ... 4.265 / 9.966 eV
2S+1 ... 2
LUMO energy (spin up / spin down) ... -0.362 / -0.441 eV

Partial charges, Löwdin, in e: Na 0.3512; Na 0.3650; N -0.3781; S 0.4446; O -0.2695; O -0.2565; F -0.2416; S 0.5893; O -0.2613; O -0.2861; F -0.1837; C -0.0683; C -0.2286; O 0.1567; C -0.5598; O 0.1168; O 0.0939; F 0.0237; H 0.1197; H 0.1397; H 0.1702; O 0.0471; C -0.5090; O 0.0047; C -0.1858; C -0.0509; C 0.0328; H 0.1257; H 0.1058; H 0.0720; H 0.0741; H 0.0783; H 0.0872; H 0.0746; H 0.0894; O 0.0467; C -0.4478; O -0.0424; C -0.2022; C -0.0665; C 0.0075; H 0.1082; H 0.1198; H 0.0783; H 0.0717; H 0.0617; H 0.0882; H 0.0909; H 0.0838; O 0.0362; C -0.4943; O 0.0223; C -0.2083; C -0.0434; C 0.0489; H 0.1171; H 0.1189; H 0.0784; H 0.0791; H 0.0820; H 0.0905; H 0.0932; H 0.0981

***

(2)
The following is a DFT calculation (ωB97M-V with the def2-TZVPD basis set) of one molecule with the formula C24H31N3O6S in a non-equilibrium geometry.

Cartesian coordinates (Å):
C1 -1.16301 -1.35318 2.63465
O1 -1.84423 -1.78656 1.47999
C2 -2.75502 -0.95982 0.89318
C3 -3.03834 0.32632 1.34315
C4 -3.96330 1.12702 0.69100
C5 -4.19279 2.54385 1.14207
C6 -3.31701 3.54101 0.35008
C7 -1.86461 3.18042 0.57875
O2 -1.19747 3.65080 1.46845
N1 -1.41583 2.22136 -0.29800
C8 -0.35358 1.34308 -0.11366
C9 0.62135 1.53792 0.86653
C10 1.57116 0.55825 1.09262
C11 1.56847 -0.58986 0.32389
S1 2.69346 -1.91721 0.71224
O3 2.70668 -2.85429 -0.37007
O4 2.40482 -2.40003 2.02896
N2 4.19405 -1.17512 0.85242
C12 4.70985 -0.24063 -0.02909
N3 5.41072 0.68637 0.47150
C13 6.05123 1.67328 -0.35770
C14 5.07775 2.55250 -1.15061
C15 4.54753 1.88772 -2.41847
C16 3.65791 0.67681 -2.14431
C17 4.40609 -0.48603 -1.48332
C18 0.64939 -0.76736 -0.69246
C19 -0.31195 0.19728 -0.91285
C20 -4.62923 0.63792 -0.42380
C21 -4.37641 -0.64838 -0.88277
O5 -4.97502 -1.21064 -1.96827
C22 -6.03775 -0.52518 -2.58070
C23 -3.43256 -1.46115 -0.23056
O6 -3.31122 -2.74405 -0.69528
C24 -2.02112 -3.22751 -1.01169
H1 -0.43129 -2.13020 2.85157
H2 -1.84986 -1.24328 3.47959
H3 -0.63438 -0.41133 2.46414
H4 -2.53727 0.71610 2.21450
H5 -5.23958 2.81774 1.00069
H6 -3.95182 2.64040 2.20138
H7 -3.57048 3.50314 -0.70989
H8 -3.49255 4.54827 0.72770
H9 -2.08534 1.90888 -0.98922
H10 0.60077 2.43270 1.46605
H11 2.30717 0.67915 1.87159
H12 4.45480 -1.00831 1.81395
H13 6.62615 2.30262 0.32811
H14 6.75525 1.19616 -1.05224
H15 4.24344 2.82474 -0.50041
H16 5.59933 3.47041 -1.43061
H17 5.39094 1.58192 -3.04310
H18 3.96978 2.62349 -2.98390
H19 2.81770 0.98054 -1.51545
H20 3.24897 0.32378 -3.09390
H21 3.83019 -1.40547 -1.56978
H22 5.35925 -0.63172 -2.00205
H23 0.69706 -1.66930 -1.28047
H24 -1.05776 0.05708 -1.68172
H25 -5.34864 1.26750 -0.92319
H26 -5.70406 0.40657 -3.05186
H27 -6.83959 -0.30483 -1.86902
H28 -6.41460 -1.19717 -3.34997
H29 -1.59564 -2.67012 -1.85360
H30 -1.33900 -3.18104 -0.16156
H31 -2.16882 -4.26447 -1.30796

Output
Kohn-Sham gap ... 8.711 eV
LUMO energy ... 0.429 eV
Structure (SMILES) ... COc1cc(CCC(=O)Nc2ccc(S(=O)(=O)NC3=NCCCCC3)cc2)cc(OC)c1OC

Partial charges, Löwdin, in e: C -0.0537; O -0.0825; C -0.1910; C 0.0144; C -0.2458; C -0.1244; C -0.0865; C -0.4691; O 0.0879; N 0.1409; C -0.2099; C 0.0092; C -0.0559; C -0.3006; S 0.6602; O -0.2853; O -0.2829; N -0.0367; C -0.4007; N 0.0901; C -0.2297; C -0.1889; C -0.2107; C -0.1831; C -0.1026; C -0.0549; C -0.0012; C 0.0120; C -0.1903; O -0.0601; C -0.0832; C -0.1405; O -0.0559; C -0.0598; H 0.0980; H 0.1030; H 0.0802; H 0.1211; H 0.1187; H 0.1237; H 0.1179; H 0.1224; H 0.1382; H 0.1071; H 0.1251; H 0.1208; H 0.1042; H 0.1180; H 0.1128; H 0.1064; H 0.1113; H 0.1083; H 0.0981; H 0.1148; H 0.0871; H 0.1313; H 0.1136; H 0.1210; H 0.1109; H 0.0935; H 0.0986; H 0.0954; H 0.0901; H 0.0835; H 0.0964

***

(3)
The following is a DFT calculation (ωB97M-V with the def2-TZVPD basis set) of C32H29InN7OP as an isolated structure.

Cartesian coordinates (Å):
In1 -0.01923 0.03632 -0.17028
N1 -1.53031 2.82058 2.81392
C1 -1.00253 2.65944 1.60607
N2 -0.95446 1.36240 1.34927
C2 -1.45413 0.77964 2.47316
N3 -1.81549 1.63963 3.38796
C3 -1.51890 -0.67904 2.56230
C4 -1.98566 -1.36284 3.67887
N4 -1.99858 -2.68679 3.71889
C5 -1.55012 -3.33291 2.65196
C6 -1.08578 -2.66285 1.52642
N5 -1.07068 -1.33351 1.48315
H1 -1.68894 3.68092 3.31832
H2 -0.65821 3.45852 0.97182
H3 -2.34786 -0.82242 4.54459
H4 -1.55622 -4.41484 2.68495
H5 -0.72219 -3.20233 0.66107
C7 -2.08854 2.51830 -3.43200
C8 -2.09120 1.45776 -2.37540
O1 -1.23463 1.44791 -1.47240
N6 -3.04914 0.52792 -2.44068
C9 -3.17169 -0.56975 -1.49116
C10 -2.26290 -1.71926 -1.85260
C11 -2.73889 -2.83022 -2.52590
C12 -1.84839 -3.81758 -2.92676
C13 -0.50062 -3.65462 -2.65319
C14 -0.10047 -2.52441 -1.96401
N7 -0.96048 -1.58388 -1.55688
H6 -1.46803 3.34772 -3.10693
H7 -3.09546 2.86861 -3.65367
H8 -1.66342 2.10580 -4.34889
H9 -3.70888 0.58136 -3.20116
H10 -4.20980 -0.89646 -1.48966
H11 -2.95047 -0.19055 -0.49009
H12 -3.79507 -2.91821 -2.74022
H13 -2.20315 -4.69304 -3.45302
H14 0.23286 -4.38518 -2.96218
H15 0.94375 -2.35108 -1.72607
C15 1.87296 4.44472 3.08673
C16 1.63925 3.36635 3.93409
C17 1.80380 2.07179 3.47063
C18 2.22776 1.83812 2.16038
C19 2.46461 2.92143 1.31794
C20 2.28191 4.22031 1.78064
P1 2.30521 0.10983 1.59661
C21 3.57006 -0.68695 2.61511
C22 3.62651 -2.08091 2.58841
C23 4.59925 -2.75456 3.30594
C24 5.51467 -2.04040 4.06867
C25 5.45950 -0.65515 4.10495
C26 4.49202 0.02406 3.37848
C27 2.93259 0.19050 -0.10172
C28 4.26510 0.28395 -0.48565
C29 4.57590 0.38228 -1.83380
C30 3.56231 0.40589 -2.78549
C31 2.23224 0.31769 -2.39791
C32 1.90928 0.18583 -1.05295
H16 1.75829 5.45632 3.45240
H17 1.34392 3.53718 4.96129
H18 1.62516 1.23757 4.14157
H19 2.80496 2.75762 0.30272
H20 2.48503 5.05636 1.12447
H21 2.90849 -2.64310 2.00032
H22 4.64216 -3.83482 3.27819
H23 6.26914 -2.56614 4.63725
H24 6.17326 -0.09910 4.69739
H25 4.46406 1.10588 3.40747
H26 5.05225 0.27567 0.25910
H27 5.60883 0.44606 -2.14748
H28 3.81512 0.48642 -3.83428
H29 1.45744 0.33571 -3.15726

Output
Kohn-Sham gap ... 7.198 eV
LUMO energy ... -5.918 eV
Net charge ... +2

Partial charges, Löwdin, in e: In 0.8800; N 0.0867; C -0.0849; N 0.0589; C -0.2994; N 0.1823; C -0.1754; C -0.0193; N 0.1336; C -0.0628; C -0.0648; N 0.0614; H 0.1831; H 0.1569; H 0.1361; H 0.1275; H 0.1141; C 0.0422; C -0.4608; O -0.0463; N 0.1126; C -0.0831; C -0.2390; C 0.0191; C -0.0022; C -0.0097; C -0.1077; N 0.0320; H 0.0994; H 0.1004; H 0.1084; H 0.1659; H 0.1417; H 0.1149; H 0.1303; H 0.1300; H 0.1269; H 0.1159; C -0.0741; C -0.0787; C -0.1188; C -0.3891; C -0.0777; C -0.0700; P 1.0614; C -0.3760; C -0.1036; C -0.0668; C -0.0565; C -0.0572; C -0.0804; C -0.4330; C -0.0534; C -0.0443; C -0.0547; C -0.1113; C -0.2896; H 0.1126; H 0.1147; H 0.1166; H 0.1085; H 0.1141; H 0.0975; H 0.1117; H 0.1150; H 0.1148; H 0.1074; H 0.1194; H 0.1182; H 0.1158; H 0.1027